1.
This record from the Open Molecules 2025 dataset describes a structure of composition C21H36Cl3EuN2O4Si in a non-equilibrium geometry. The level of theory is ωB97M-V with the def2-TZVPD basis set.

Element x y z (Å)
C -2.16 -2.06 -5.31
C -1.66 -2.40 -3.93
H -2.51 -2.97 -5.82
H -1.32 -1.66 -5.90
H -3.00 -1.33 -5.31
C -1.02 -3.56 -3.66
C -0.59 -4.52 -4.71
H -0.76 -3.84 -2.64
H 0.00 -4.02 -5.49
H -1.41 -5.07 -5.21
H 0.04 -5.29 -4.27
Eu 2.58 2.10 -0.60
Cl -0.18 1.96 0.32
Cl 4.16 3.23 -2.32
H 0.90 5.99 3.68
H -1.10 5.81 3.09
C 1.43 5.58 2.82
C -0.96 5.63 2.01
N 0.45 5.28 1.78
H 1.98 4.67 3.10
C 0.87 4.68 0.67
O 2.06 4.27 0.53
H -1.59 4.79 1.67
H 0.12 4.50 -0.11
H 2.19 6.28 2.45
H -1.23 6.52 1.42
H 2.05 -1.89 -3.05
H 2.47 -4.05 -1.02
C 3.13 -1.86 -2.85
C 3.48 -3.63 -1.16
N 3.40 -2.21 -1.45
H 3.47 -0.84 -3.05
C 3.55 -1.34 -0.42
O 3.61 -0.09 -0.50
H 4.06 -3.74 -0.25
H 3.65 -1.83 0.58
H 3.63 -2.57 -3.52
H 4.00 -4.13 -1.99
O -1.16 -0.19 -3.01
C -1.93 -1.37 -2.83
C -0.39 -1.87 -0.86
C -1.65 -1.92 -1.46
H 0.31 -1.12 -1.24
C -0.09 -2.78 0.14
H -3.01 -1.13 -2.89
C -2.72 -2.56 -0.83
H 0.92 -2.89 0.53
C -1.13 -3.57 0.66
C -2.46 -3.40 0.25
H -3.71 -2.37 -1.27
H -0.92 -4.28 1.48
H -3.28 -3.94 0.72
Si -1.72 1.29 -3.45
Cl 2.04 0.66 -2.47
C -0.57 2.84 -3.27
C -2.86 1.87 -2.11
C -1.43 1.30 -5.27
H -0.50 3.28 -2.27
H -1.10 3.56 -3.90
H 0.45 2.67 -3.64
H -0.40 0.88 -5.42
H -1.41 2.34 -5.62
H -2.16 0.72 -5.83
H -3.12 1.09 -1.42
H -3.69 2.31 -2.64
H -2.32 2.62 -1.51
O 0.86 -0.59 2.15
C 1.39 0.19 1.48

Calculated values
2S+1 ... 7
Orbital gap (alpha / beta) ... 0.2738 / 0.3206 hartree
Lowest unoccupied orbital energy (alpha / beta) ... -0.043 / 0.004 Eh

---

2.
This record from the Open Molecules 2025 dataset describes an isolated molecule of C7H13N in a non-equilibrium geometry. The level of theory is ωB97M-V with the def2-TZVPD basis set.

Element x y z (Å)
C -2.09 0.49 -2.97
C -2.07 0.88 -1.71
C -1.32 0.17 -0.65
N -2.04 -0.25 0.44
C 0.02 0.04 -0.74
C 0.90 -0.67 0.24
C 1.53 0.27 1.27
C 2.58 -0.39 2.16
H -2.52 1.06 -3.79
H -1.64 -0.45 -3.28
H -2.55 1.84 -1.52
H -3.05 -0.17 0.52
H -1.60 -0.59 1.27
H 0.47 0.35 -1.67
H 1.71 -1.21 -0.24
H 0.38 -1.49 0.77
H 1.98 1.10 0.74
H 0.75 0.70 1.90
H 3.56 -0.45 1.69
H 2.30 -1.40 2.49
H 2.71 0.17 3.09

Calculated values
Energy above the lowest of the compared OMol25 structures with the same formula, charge and spin ... 25.5 kcal per mole
Orbital gap ... 0.3231 hartree
Lowest unoccupied orbital energy ... 0.039 Eh
SMILES ... C=C/C(N)=C/CCC

---

3.
This record from the Open Molecules 2025 dataset describes a structure of composition C44H50F8IrN3P2S. The level of theory is ωB97M-V with the def2-TZVPD basis set.

Element x y z (Å)
Ir -0.09 -0.28 0.22
C 0.47 -4.32 3.16
C 0.98 -3.31 2.13
C 1.19 -3.98 0.76
P -0.01 -1.76 1.97
C -1.81 -2.18 2.17
C -2.25 -2.53 3.60
C -2.30 -3.21 1.16
C 0.36 -0.66 3.34
C 1.05 -1.00 4.50
C 1.44 -0.04 5.42
C 2.18 -0.40 6.67
C 1.13 1.29 5.11
C 0.45 1.65 3.97
C 0.03 0.68 3.06
N -0.57 0.94 1.80
C -1.42 2.03 1.63
C -2.07 2.68 2.70
C -2.91 3.75 2.48
C -3.19 4.23 1.20
C -4.11 5.40 0.99
C -2.61 3.56 0.15
C -1.77 2.46 0.33
P -1.18 1.47 -1.08
C -0.70 2.71 -2.36
C -0.50 2.13 -3.76
C 0.49 3.54 -1.87
C -2.69 0.64 -1.76
C -3.38 -0.14 -0.65
C -3.71 1.55 -2.45
H 1.23 -5.09 3.29
H -0.44 -4.81 2.83
H 0.28 -3.87 4.14
H 1.95 -2.95 2.47
H 0.25 -4.36 0.35
H 1.87 -4.82 0.88
H 1.60 -3.29 0.03
H -2.28 -1.21 1.95
H -2.06 -3.57 3.84
H -3.33 -2.36 3.69
H -1.76 -1.91 4.35
H -2.00 -4.22 1.45
H -1.93 -3.03 0.15
H -3.39 -3.20 1.13
H 1.32 -2.04 4.67
H 2.60 -1.40 6.60
H 1.52 -0.37 7.54
H 3.00 0.30 6.86
H 1.47 2.07 5.78
H 0.30 2.70 3.75
H -1.91 2.35 3.71
H -3.38 4.22 3.34
H -3.83 6.25 1.62
H -5.15 5.15 1.24
H -4.09 5.73 -0.05
H -2.84 3.89 -0.86
H -1.58 3.37 -2.42
H 0.29 1.39 -3.80
H -0.23 2.95 -4.44
H -1.40 1.67 -4.15
H 1.37 2.91 -1.73
H 0.27 4.03 -0.92
H 0.72 4.31 -2.61
H -2.28 -0.09 -2.46
H -3.81 0.53 0.10
H -2.68 -0.81 -0.14
H -4.18 -0.76 -1.06
H -4.19 2.20 -1.72
H -4.49 0.93 -2.89
H -3.30 2.16 -3.24
S 2.65 2.84 1.50
C 2.93 3.83 0.20
N 3.69 3.54 -0.88
C 3.59 4.54 -1.92
C 2.97 5.73 -1.16
N 2.42 5.08 0.02
H 3.95 2.58 -1.04
H 2.95 4.21 -2.74
H 4.58 4.79 -2.33
H 2.19 6.22 -1.74
H 3.73 6.47 -0.89
H 2.06 5.57 0.81
F 1.01 -6.98 -6.48
C -0.21 -6.54 -6.14
F -0.92 -7.62 -5.72
F -0.81 -6.12 -7.28
C -0.17 -5.47 -5.10
C 1.03 -5.01 -4.58
C 1.04 -4.02 -3.62
C -0.15 -3.46 -3.16
C -1.36 -3.92 -3.70
C -1.37 -4.92 -4.66
C -0.14 -2.43 -2.16
C -0.12 -1.60 -1.27
H 1.97 -5.44 -4.93
H 1.98 -3.66 -3.21
H -2.29 -3.49 -3.35
H -2.31 -5.27 -5.06
F 1.44 0.57 -2.39
C 2.32 0.21 -1.44
C 1.89 -0.25 -0.19
C 2.96 -0.62 0.62
F 2.75 -1.06 1.87
C 4.29 -0.51 0.27
F 5.23 -0.87 1.15
C 4.66 -0.02 -0.96
F 5.94 0.10 -1.32
C 3.64 0.34 -1.83
F 3.94 0.82 -3.05

Calculated values
Orbital gap ... 0.2457 hartree
Lowest unoccupied orbital energy ... -0.011 Eh

---

4.
This record from the Open Molecules 2025 dataset describes a structure of composition C2H7N3O3 in a non-equilibrium geometry. The level of theory is ωB97M-V with the def2-TZVPD basis set.

Element x y z (Å)
C 0.47 0.84 -0.84
O 0.84 1.90 -0.03
N -1.79 0.85 -0.16
O -1.95 1.53 0.76
H 0.13 2.55 0.03
H 1.37 0.28 -1.08
H -0.03 1.11 -1.77
C -0.18 -0.76 0.15
N 0.52 -0.65 1.37
N 0.33 -1.79 -0.69
O -1.51 -0.75 0.30
H 0.78 -2.53 -0.16
H 1.43 -0.20 1.30
H -0.03 -0.19 2.08
H -0.39 -2.18 -1.27

Calculated values
Energy above the lowest of the compared OMol25 structures with the same formula, charge and spin ... 131.4 kcal per mole
Orbital gap (alpha / beta) ... 0.2833 / 0.2833 hartree
Lowest unoccupied orbital energy (alpha / beta) ... -0.020 / -0.020 Eh

---

5.
This record from the Open Molecules 2025 dataset describes a cluster of 2 separate species, C3H9N3 in total in a non-equilibrium geometry. The level of theory is ωB97M-V with the def2-TZVPD basis set.

Element x y z (Å)
C -1.25 -1.82 0.63
N 0.78 0.82 -0.60
N 1.30 0.40 0.50
C -0.50 0.95 -0.87
N 2.59 -0.10 0.34
C -1.52 1.74 -0.78
H 1.40 0.90 -1.42
H -0.41 -1.17 0.86
H 3.23 0.56 -0.11
H 2.94 -0.35 1.26
H -2.17 -1.26 0.72
H -1.27 -2.65 1.33
H -1.16 -2.19 -0.38
H -2.48 1.44 -1.15
H -1.47 2.73 -0.34

Calculated values
Energy above the lowest of the compared OMol25 structures with the same formula, charge and spin ... 122.4 kcal per mole
Orbital gap (alpha / beta) ... 0.2950 / 0.2939 hartree
Lowest unoccupied orbital energy (alpha / beta) ... 0.026 / 0.030 Eh

---

6.
This record from the Open Molecules 2025 dataset describes a structure of composition C27H46AuBN12S2. The level of theory is ωB97M-V with the def2-TZVPD basis set.

Element x y z (Å)
Au -0.37 -0.53 -0.57
C 0.26 0.23 -4.16
C -1.15 0.11 -3.69
C -2.32 0.38 -4.42
C -3.35 0.17 -3.54
N -2.85 -0.22 -2.35
N -1.49 -0.25 -2.45
B -3.58 -0.40 -1.01
N -3.31 -1.73 -0.26
C -4.19 -2.46 0.46
C -3.50 -3.35 1.24
C -2.15 -3.10 0.96
C -0.95 -3.75 1.56
N -2.05 -2.13 0.04
N -3.14 0.78 -0.09
C -3.78 1.75 0.59
C -2.88 2.47 1.33
C -1.64 1.88 1.08
C -0.32 2.30 1.63
N -1.81 0.86 0.23
N -5.13 -0.45 -1.38
C -6.28 0.35 -1.08
C -7.35 -0.21 -1.67
C -6.85 -1.36 -2.33
C -7.53 -2.36 -3.14
N -5.46 -1.45 -2.11
H 0.30 0.13 -5.24
H 0.89 -0.54 -3.72
H 0.67 1.21 -3.90
H -2.38 0.69 -5.45
H -4.41 0.28 -3.71
H -5.26 -2.30 0.40
H -3.90 -4.07 1.93
H -0.75 -4.72 1.11
H -1.10 -3.91 2.62
H -0.06 -3.12 1.44
H -4.84 1.90 0.52
H -3.08 3.32 1.96
H -0.47 3.10 2.35
H 0.34 2.66 0.84
H 0.17 1.47 2.14
H -6.22 1.25 -0.49
H -8.37 0.13 -1.65
H -8.58 -2.14 -3.27
H -7.41 -3.35 -2.67
H -7.03 -2.45 -4.11
C 2.18 -5.38 -2.49
N 2.32 -3.98 -2.08
C 1.31 -3.22 -1.71
N 0.08 -3.68 -1.68
S 1.66 -1.54 -1.30
H 3.14 -5.72 -2.85
H 1.45 -5.46 -3.30
H 1.87 -6.00 -1.65
H 3.24 -3.56 -2.09
H -0.13 -4.64 -1.93
H -0.70 -3.07 -1.44
C 3.10 4.32 1.61
C 4.35 4.39 0.73
C 4.29 3.54 -0.54
C 4.51 2.04 -0.37
N 3.33 1.36 0.21
C 3.26 0.46 1.18
S 1.82 -0.55 1.30
N 4.14 0.29 2.14
C 5.20 1.21 2.61
C 5.33 1.13 4.13
C 4.24 1.87 4.91
C 2.81 1.40 4.67
H 3.20 4.96 2.48
H 2.90 3.30 1.97
H 2.23 4.66 1.05
H 5.25 4.13 1.30
H 4.50 5.43 0.43
H 5.06 3.88 -1.24
H 3.33 3.70 -1.05
H 5.39 1.83 0.23
H 4.67 1.59 -1.35
H 2.50 1.41 -0.36
H 3.96 -0.50 2.75
H 4.94 2.22 2.31
H 6.14 0.93 2.14
H 6.30 1.55 4.38
H 5.36 0.08 4.44
H 4.32 2.94 4.68
H 4.47 1.77 5.97
H 2.43 1.70 3.69
H 2.14 1.83 5.41
H 2.72 0.31 4.76

Calculated values
Energy above the lowest of the compared OMol25 structures with the same formula, charge and spin ... 0.0 kcal per mole
2S+1 ... 4
Orbital gap (alpha / beta) ... 0.3395 / 0.2011 hartree
Lowest unoccupied orbital energy (alpha / beta) ... -0.257 / -0.400 Eh
Net charge ... +3

---

Question: What is the formula in the fourth record?
Answer: C2H7N3O3

---

Question: Number 1 is which compound?
Answer: C21H36Cl3EuN2O4Si